10
Properties=species:S:1:pos:R:3:mulliken_spin:R:1 method="wB97M-V/def2-TZVPD" homo_ev="-10.3 / -10.4" relative_energy_kj_mol=621.5 fmax_ev_per_a=5.003 total_charge=+1 multiplicity=5 orbital_gap_ha="0.1529 / 0.1594"
O -1.2981 1.1535 -1.2754 -0.02
O 1.9906 -0.4263 -1.0573 -0.01
C 1.1281 -0.5773 -0.1844 -0.01
O 0.0706 -1.3125 -0.4228 -0.01
C -0.5307 -0.2978 0.4940 0.01
H -0.9059 -0.8207 1.3822 0.00
C -1.5229 0.6377 -0.1426 0.00
H -0.5843 1.0114 0.9337 -0.01
H -2.5604 0.3320 0.1345 0.00
Nd 4.2130 0.2999 0.1382 4.05